Record 1
13
Properties=species:S:1:pos:R:3:nbo_charge:R:1 method="wB97M-V/def2-TZVPD" multiplicity=1 lumo_energy_ev=3.76 total_charge=-1 orbital_gap_ev=9.098 e_above_lowest_kcal_mol=42.77
O -14.11 -11.18 54.41 -0.989
H -14.96 -7.96 56.22 0.505
H -17.67 -12.08 56.31 0.520
H -14.13 -7.35 57.39 0.460
H -15.08 -13.45 56.83 0.424
H -18.85 -13.34 56.12 0.459
H -13.36 -11.01 55.12 0.473
O -18.24 -12.89 56.68 -1.010
Br -16.36 -10.02 56.56 -0.880
H -14.90 -10.72 54.70 0.499
O -15.19 -12.99 57.49 -0.965
O -14.18 -7.43 56.48 -0.979
H -15.52 -12.04 57.08 0.483

=====

Record 2
11
Properties=species:S:1:pos:R:3:nbo_charge:R:1 method="wB97M-V/def2-TZVPD" multiplicity=1 lumo_energy_ev=1.07 orbital_gap_ev=9.811 e_above_lowest_kcal_mol=82.94
H 2.15 -1.73 1.24 0.409
H -1.56 1.65 0.23 0.345
H 1.71 -0.94 -0.43 0.373
H 0.73 1.07 -0.24 0.367
H -1.40 -0.84 0.25 0.163
N -1.10 1.58 -0.64 -0.659
H -1.95 1.48 -1.46 0.351
C -0.38 -0.45 0.28 0.159
N 0.26 -1.33 0.95 -0.259
N 1.69 -1.06 0.52 -0.780
N -0.14 0.56 -0.71 -0.468

=====

Record 3
45
Properties=species:S:1:pos:R:3:nbo_charge:R:1 method="wB97M-V/def2-TZVPD" multiplicity=1 smiles="O=C1NN=C2C=C(Nc3ccc([N+](=O)[O-])c(Nc4cc(C5CC5)n[nH]4)n3)C=C[C@@H]12" lumo_energy_ev=-0.99 orbital_gap_ev=7.259 e_above_lowest_kcal_mol=0.00
O 0.96 -3.81 3.85 -0.378
N 3.03 6.36 0.47 -0.475
H 1.04 1.76 2.84 0.236
N -0.23 -0.90 0.44 -0.546
C 0.52 -2.52 2.08 -0.114
H -4.62 -2.63 -3.74 0.221
H 2.74 -0.02 1.86 0.239
H 2.40 -1.98 3.16 0.261
H -1.64 -3.71 1.05 0.453
C -5.62 -1.25 -2.11 -0.238
C -0.38 -2.11 1.04 0.450
C -4.53 -1.42 -1.07 0.173
C -2.66 -2.07 0.22 0.279
C 1.87 -0.62 1.67 -0.349
O -0.38 -4.65 2.26 -0.416
C 2.24 6.11 1.62 0.670
C 1.65 -1.75 2.34 -0.100
H -6.21 -3.25 -1.81 0.216
C -6.45 -2.41 -2.42 -0.403
H 0.19 0.90 -0.63 0.422
C 2.00 4.53 0.19 0.185
C 1.20 2.47 2.06 -0.253
C -3.67 -2.51 -0.57 -0.354
H -5.73 -1.29 -4.35 0.218
C 1.36 2.13 0.61 0.146
H 1.24 4.04 3.52 0.237
H -2.18 0.01 0.36 0.427
N -4.11 -0.43 -0.41 -0.264
C 1.30 4.95 1.42 -0.443
C 0.84 -0.20 0.80 0.437
N -2.96 -0.68 0.18 -0.375
N 2.96 5.24 -0.33 -0.192
O 2.26 6.78 2.63 -0.545
C 1.27 3.80 2.41 -0.129
N 0.91 0.89 0.08 -0.574
H 0.26 5.35 1.19 0.287
H -3.89 -3.54 -0.67 0.205
N 0.35 -3.78 2.77 0.532
N -1.60 -2.69 0.84 -0.582
H 3.97 6.81 0.70 0.413
H -7.42 -2.27 -2.69 0.213
C -5.43 -1.96 -3.49 -0.421
H 2.15 2.90 -1.25 0.233
H -6.03 -0.31 -2.15 0.231
C 1.80 3.16 -0.28 -0.232

=====

Record 4
125
Properties=species:S:1:pos:R:3:mulliken_charge:R:1 method="wB97M-V/def2-TZVPD" multiplicity=1 lumo_energy_ev=1.85 total_charge=-1 orbital_gap_ev=5.410 e_above_lowest_kcal_mol=34.23
H -0.98 -5.62 -2.13 0.222
C -1.19 0.87 3.67 -0.224
C 6.66 -2.41 2.56 -1.011
C -1.08 4.40 0.78 -0.566
H 0.74 -6.78 0.43 0.484
H -2.38 -3.54 -1.36 -0.028
N 2.66 1.61 -0.16 -0.410
C -3.61 -3.45 1.64 0.856
C -0.21 -6.23 0.51 -1.748
Br -2.13 1.59 -2.69 -0.067
C -6.72 -1.87 -2.55 -1.289
C -6.00 0.16 -4.04 -1.181
H 2.23 6.14 -0.77 0.464
C -2.43 0.00 3.62 -0.393
H -3.23 -2.51 3.51 0.464
C 3.63 -0.98 1.10 0.225
H -1.85 0.15 -4.68 0.471
C 0.88 1.30 2.77 -0.232
H -4.68 -0.95 1.34 0.293
H -4.90 -2.81 3.20 0.376
H 4.88 5.55 -3.37 0.410
C 5.52 2.96 -4.20 -0.611
H -0.39 -6.03 1.57 0.317
C 2.35 2.73 -0.93 0.610
C 2.09 5.14 -1.16 -0.780
O 5.80 -1.53 1.88 -0.409
C 2.55 -3.20 2.33 -1.634
C 1.30 3.68 -2.90 -1.063
N -3.11 -0.04 2.33 0.850
C 3.88 1.23 -0.09 -0.692
C 1.74 2.59 -2.17 -0.570
C 1.78 -2.31 1.59 -0.168
N 4.96 1.99 -0.69 -0.321
H -2.10 -1.01 3.86 0.323
H -4.27 -5.11 2.85 0.387
N -4.75 -0.83 -2.19 -0.834
C -3.99 -2.45 2.72 -1.284
C 2.26 -1.17 0.93 0.220
C -4.24 -0.99 2.34 -1.046
H -5.00 -0.59 3.03 0.491
C 5.24 1.77 -4.87 -0.723
N -0.22 0.55 2.82 0.224
C -2.71 2.38 1.59 0.241
H 4.44 -0.17 -2.21 0.514
C 4.46 -1.86 1.83 1.163
H 0.85 -4.46 0.02 0.232
C -1.24 0.31 -3.80 -0.649
H -6.47 -3.37 0.42 0.200
H 5.80 3.84 -4.76 0.382
C 3.24 5.39 1.37 -1.101
H 0.82 3.54 -3.86 0.399
H -7.45 -4.02 -0.90 0.348
C -3.10 -5.28 -0.33 -0.803
C -6.46 -3.66 -0.63 -0.778
H 3.72 5.25 2.34 0.260
H 2.24 5.82 1.52 0.361
H -0.20 2.85 -0.42 1.062
H 4.63 -0.27 -4.66 0.413
O 5.64 4.14 -2.07 -0.414
H 5.84 6.13 -1.99 0.265
H -5.74 1.16 -3.70 0.269
C 1.08 2.38 3.63 -0.479
H 5.34 0.09 0.59 0.386
C 4.76 0.70 -2.77 -0.569
H 6.66 5.38 -3.38 0.372
N -4.92 -1.85 -1.32 1.209
H -3.68 3.82 2.85 0.443
C 5.76 5.36 -2.75 -1.044
O -1.05 -3.95 0.16 -0.185
O 3.17 4.12 0.77 -0.369
Cs -0.85 -1.02 0.38 2.197
H 5.31 1.74 -5.95 0.378
H -3.07 -5.91 -1.21 0.210
H -2.20 5.68 2.10 0.391
H -7.03 0.18 -4.41 0.336
C -0.08 -5.13 -1.77 -1.305
H -5.35 -0.08 -4.89 0.189
C -3.69 -5.69 0.82 -0.335
H 1.60 1.57 -2.54 0.530
H 1.99 2.96 3.55 0.537
C 4.86 0.65 -4.15 -0.880
H 3.84 6.09 0.78 0.355
H 0.71 -2.52 1.53 -0.844
H -1.88 2.15 5.25 0.426
C 1.47 4.96 -2.40 -1.080
H -3.13 0.32 4.42 0.129
H -4.20 -2.07 -0.61 -0.154
C -5.84 -0.84 -2.94 0.676
H -7.68 -2.12 -2.97 0.370
H -4.11 -6.69 0.89 0.318
C -2.07 4.68 1.71 -0.979
H 4.54 -3.65 3.01 0.343
H 1.62 1.00 2.03 0.268
C -0.97 3.10 0.31 -1.022
H 6.63 -3.41 2.12 0.373
H -4.30 1.09 1.08 0.599
N -3.12 -2.98 0.50 0.101
H -1.01 -6.87 0.14 0.356
H 1.13 5.82 -2.95 0.418
H 4.89 2.96 -0.41 0.354
C -3.83 -4.80 1.91 -1.177
C -2.90 3.65 2.12 -0.832
C -3.67 1.26 1.96 -1.060
Br -0.98 -1.39 -2.94 -0.076
C 0.09 2.69 4.54 -0.860
H 6.39 -2.49 3.62 0.358
H -0.40 5.16 0.42 0.599
H 0.77 -5.75 -2.04 0.473
N -1.77 2.11 0.70 0.663
H -5.74 -4.47 -0.72 0.071
N 4.34 0.12 0.52 0.187
C 3.92 -2.97 2.45 -0.474
H -4.33 1.63 2.76 0.261
C -0.10 -4.92 -0.25 0.807
C 5.05 1.88 -2.08 0.593
C 2.53 4.04 -0.44 1.429
H 2.10 -4.06 2.82 0.417
C -6.08 -2.50 -1.50 0.812
C 5.43 3.01 -2.82 0.924
C -2.45 -3.94 -0.34 -0.219
H 7.66 -2.00 2.47 0.260
H 0.20 3.52 5.23 0.365
H -0.26 0.70 -4.06 0.383
H 0.02 -4.17 -2.28 0.149
C -1.07 1.92 4.57 -0.844

=====

Record 5
16
Properties=species:S:1:pos:R:3:nbo_charge:R:1 method="wB97M-V/def2-TZVPD" multiplicity=1 lumo_energy_ev="-1.20 / -1.33" orbital_gap_ev="7.328 / 7.511"
S -1.72 -1.89 1.21 0.382
S 2.40 1.24 -0.95 0.458
H 1.90 3.68 -0.29 0.252
C -2.52 -1.39 -1.17 -0.053
H -3.94 -1.66 0.61 0.236
N -1.16 -1.42 -1.28 -0.495
H -3.00 -1.11 -2.10 0.221
C -0.64 -1.54 -0.13 0.001
C -3.03 -1.67 0.10 -0.447
C 1.36 2.25 1.12 -0.054
C 1.76 0.27 0.38 -0.242
N 1.33 0.97 1.36 -0.415
S 1.93 -1.48 0.32 1.255
O 2.50 -1.76 -0.97 -0.871
H 1.00 2.88 1.82 0.203
C 1.84 2.61 -0.06 -0.430

=====

Record 6
15
Properties=species:S:1:pos:R:3:mulliken_charge:R:1 method="wB97M-V/def2-TZVPD" multiplicity=1 lumo_energy_ev=-5.66 total_charge=+1 orbital_gap_ev=8.861 e_above_lowest_kcal_mol=119.97
C 1.60 -0.88 -0.42 -0.229
C 2.76 -0.32 0.25 -0.419
H 1.76 -1.37 -1.38 0.280
H 3.75 -0.31 -0.18 0.319
C 0.59 0.01 0.06 0.629
H -3.69 -0.93 0.19 0.266
C 1.80 0.77 0.02 -0.294
H 1.99 1.76 -0.32 0.362
H -3.14 0.72 0.66 0.308
C -0.83 0.29 0.25 -0.139
H -1.20 1.30 0.79 0.255
C -3.05 -0.11 -0.04 -0.653
N -1.77 -0.54 -0.14 -0.221
H -3.49 0.29 -0.99 0.289
H 2.94 -0.65 1.24 0.248